{"formula": "C4H11N2", "method": "the ωB97M-V functional and the def2-TZVPD basis", "charge": 1, "total_energy_ev": -7299.4394, "multiplicity": 1, "homo_energy_ev": -12.775, "gap_ev": 9.42, "elements": ["C", "C", "N", "C", "C", "N", "H", "H", "H", "H", "H", "H", "H", "H", "H", "H", "H"], "coordinates": [[2.257197, 0.298679, 0.442800], [1.037116, -0.171513, 0.141671], [0.489605, -1.271281, 0.862013], [0.232667, 0.283131, -1.044571], [-1.093779, 0.940026, -0.634134], [-1.874724, 0.045484, 0.305366], [2.956751, -0.391548, 0.904701], [2.536426, 1.341132, 0.365045], [1.030443, -1.491497, 1.685816], [0.372440, -2.099499, 0.278822], [-0.039108, -0.644606, -1.519016], [0.810304, 0.914584, -1.705785], [-0.936059, 1.889817, -0.130889], [-1.734136, 1.056427, -1.502179], [-2.480888, 0.525332, 0.964556], [-2.406569, -0.660396, -0.207810], [-1.157686, -0.564266, 0.793601]], "atomic_forces_ev_per_a": [[-0.51, -0.32, 0.48], [1.51, 0.50, -0.18], [-0.30, -0.39, -0.87], [-1.06, 0.05, 1.80], [-0.26, 0.13, -0.45], [0.74, -0.97, -0.18], [-0.14, 0.40, 0.73], [0.28, -0.18, -0.94], [0.03, -0.08, 0.07], [0.08, -0.10, 0.20], [0.06, -0.40, -0.87], [-0.08, 0.07, -0.10], [-0.06, 0.00, -0.01], [-0.01, 0.44, -0.08], [-0.02, 0.09, -0.04], [-0.34, 0.39, -0.09], [0.07, 0.37, 0.52]]}

{"formula": "C23H35N6O3SeTl", "method": "the ωB97M-V functional and the def2-TZVPD basis", "charge": 0, "total_energy_ev": -109543.4155, "multiplicity": 1, "homo_energy_ev": -7.193, "gap_ev": 7.50, "elements": ["Tl", "C", "C", "C", "C", "C", "H", "H", "H", "H", "H", "N", "C", "C", "C", "C", "N", "C", "N", "N", "C", "O", "O", "H", "H", "H", "H", "H", "H", "H", "H", "H", "H", "H", "H", "H", "H", "C", "N", "C", "Se", "N", "C", "C", "C", "C", "C", "C", "H", "H", "H", "H", "H", "H", "H", "H", "C", "C", "C", "O", "C", "H", "H", "H", "H", "H", "H", "H", "H"], "coordinates": [[0.624493, 0.948928, -0.310640], [1.159124, 1.762305, 2.559943], [2.466593, 1.534244, 2.078427], [2.766185, 2.534006, 1.142744], [1.650272, 3.391612, 1.038703], [0.655390, 2.921686, 1.915118], [0.716989, 1.232828, 3.398671], [3.129836, 0.745750, 2.405120], [3.698267, 2.641959, 0.606964], [1.581305, 4.276848, 0.422878], [-0.287353, 3.419503, 2.100300], [-1.849221, 2.261016, -0.729941], [-3.040460, 1.463227, -1.003473], [-4.382013, 2.151337, -0.665547], [-4.505909, 2.883559, 0.681042], [-4.881941, 2.034259, 1.896236], [-3.951584, 0.944141, 2.165618], [-2.731548, 1.112406, 2.650724], [-2.386739, 2.238072, 3.292802], [-1.818405, 0.147547, 2.517073], [-2.891831, 0.031518, -0.424853], [-3.929077, -0.540071, -0.006467], [-1.731482, -0.439812, -0.351485], [-1.824676, 2.631484, 0.212940], [-1.754136, 3.037914, -1.371935], [-3.037787, 1.289866, -2.084907], [-5.174134, 1.405802, -0.753440], [-4.561766, 2.893885, -1.446789], [-5.287057, 3.641910, 0.584254], [-3.589612, 3.441182, 0.898352], [-5.854610, 1.567618, 1.742297], [-4.988630, 2.664128, 2.783167], [-4.060685, 0.149657, 1.510003], [-3.070987, 2.940117, 3.502865], [-1.455410, 2.349020, 3.657781], [-1.959915, -0.518885, 1.758942], [-0.847797, 0.422090, 2.630911], [-0.248590, -2.028595, -2.924860], [1.050550, -1.428105, -3.161948], [1.251855, -0.134343, -3.505597], [-0.004009, 1.145486, -3.860409], [2.596623, 0.050643, -3.545604], [3.264775, -1.128874, -3.259549], [4.610140, -1.447820, -3.182046], [4.928717, -2.762278, -2.876330], [3.934201, -3.717812, -2.654178], [2.588349, -3.390943, -2.722857], [2.272202, -2.077583, -3.026696], [-0.898090, -1.293168, -2.456996], [-0.118335, -2.865096, -2.242301], [-0.690571, -2.372228, -3.860184], [2.995259, 0.945597, -3.769666], [5.378938, -0.706948, -3.355648], [5.968404, -3.053378, -2.810466], [4.220340, -4.734986, -2.421827], [1.820396, -4.130114, -2.541590], [1.044148, -2.539089, 2.174690], [2.553598, -2.686000, 1.972747], [2.776010, -2.083897, 0.579171], [1.486169, -1.978514, -0.037219], [0.534120, -2.688665, 0.750679], [0.806901, -1.539139, 2.546880], [0.626818, -3.274410, 2.861973], [2.831590, -3.741264, 1.985462], [3.138186, -2.176352, 2.737543], [3.424187, -2.704499, -0.045062], [3.194293, -1.076208, 0.626288], [0.512908, -3.747930, 0.457270], [-0.443805, -2.246141, 0.563926]], "atomic_forces_ev_per_a": [[0.08, 0.00, -0.12], [-0.02, 0.01, 0.02], [-0.03, 0.03, 0.06], [-0.04, 0.05, 0.04], [0.03, -0.05, 0.02], [0.01, 0.00, -0.01], [0.02, 0.00, 0.02], [0.00, -0.01, 0.00], [-0.01, -0.01, -0.02], [0.00, -0.01, -0.02], [-0.01, -0.01, -0.01], [-0.01, 0.03, 0.02], [0.00, -0.03, -0.09], [-0.01, -0.02, 0.00], [0.02, -0.02, -0.01], [0.01, -0.01, 0.00], [0.05, 0.07, 0.16], [-0.07, 0.15, -0.08], [-0.06, -0.04, 0.06], [0.11, -0.19, -0.03], [0.08, 0.11, 0.38], [0.00, -0.11, -0.19], [-0.07, -0.07, 0.00], [-0.04, 0.02, 0.01], [0.00, -0.01, -0.01], [-0.03, 0.03, -0.01], [0.00, 0.00, -0.01], [0.02, 0.03, 0.01], [0.00, 0.00, 0.01], [0.01, 0.01, -0.01], [0.02, -0.01, -0.03], [-0.02, 0.00, 0.01], [0.01, -0.01, -0.07], [0.01, 0.00, 0.00], [0.02, 0.02, -0.04], [-0.02, 0.06, -0.03], [-0.01, 0.00, -0.01], [0.01, -0.01, -0.02], [0.02, 0.01, -0.01], [-0.04, -0.03, 0.02], [0.02, -0.01, 0.02], [0.02, 0.02, -0.02], [0.01, 0.02, 0.00], [0.00, -0.01, -0.01], [0.00, 0.00, 0.01], [0.00, 0.00, -0.01], [0.00, 0.00, -0.01], [-0.03, 0.00, 0.02], [-0.02, 0.00, 0.02], [0.00, 0.01, 0.01], [0.00, 0.01, -0.01], [0.00, 0.00, -0.01], [0.00, 0.00, 0.00], [0.00, 0.00, 0.00], [0.00, 0.00, 0.00], [0.00, 0.00, 0.00], [-0.04, 0.00, 0.01], [0.01, 0.01, 0.02], [0.01, 0.07, -0.03], [-0.06, -0.11, -0.07], [0.03, 0.03, 0.07], [0.02, 0.02, -0.01], [0.00, -0.01, -0.01], [0.00, 0.00, -0.01], [-0.01, 0.00, 0.00], [0.00, 0.01, 0.02], [0.01, 0.01, 0.00], [0.00, 0.00, 0.00], [-0.01, -0.01, -0.04]]}

{"formula": "C5H10N2S", "method": "the ωB97M-V functional and the def2-TZVPD basis", "charge": 0, "total_energy_ev": -19159.0951, "multiplicity": 1, "homo_energy_ev": -8.383, "gap_ev": 9.12, "elements": ["H", "N", "C", "N", "C", "C", "C", "S", "C", "H", "H", "H", "H", "H", "H", "H", "H", "H"], "coordinates": [[-0.257623, -0.876934, 1.708994], [-0.898538, -1.263231, 0.887386], [-1.483380, -0.513237, 0.067741], [-2.607323, -0.977810, -0.680986], [-0.818485, 0.701703, -0.083188], [-1.728613, 1.969352, 0.140474], [0.470811, 0.808825, 0.100735], [1.683696, -0.598283, 0.008604], [3.106259, 0.281297, -0.342290], [-2.472109, -1.087756, -1.815694], [-2.607770, -2.105934, -0.380260], [-2.046656, 2.059593, 1.258225], [-2.526457, 1.901790, -0.635012], [-1.077430, 2.703227, -0.227551], [0.939485, 1.893281, 0.422577], [3.300753, 0.966964, 0.437211], [3.865984, -0.546588, -0.294290], [3.204162, 0.864527, -1.357507]], "atomic_forces_ev_per_a": [[-1.75, -0.56, -3.04], [-0.03, -2.65, 4.07], [0.54, -2.25, -1.14], [1.05, -4.48, -1.96], [-2.19, 4.57, 0.85], [0.03, -2.03, -0.05], [3.79, 1.75, 0.31], [-3.19, 0.66, 0.30], [2.41, 0.43, -2.50], [-0.04, 1.01, 3.71], [-0.30, 3.86, -0.78], [0.34, -0.02, -2.29], [-0.02, 0.11, 1.16], [0.53, 1.91, 0.21], [-1.02, -2.86, -1.19], [0.50, 0.81, 0.85], [-0.24, 1.09, -0.24], [-0.40, -1.36, 1.74]]}

{"formula": "C20H35N5", "method": "the ωB97M-V functional and the def2-TZVPD basis", "charge": 0, "total_energy_ev": -28756.9404, "multiplicity": 1, "homo_energy_ev": -11.430, "gap_ev": 11.66, "elements": ["C", "C", "C", "C", "N", "H", "H", "H", "H", "H", "H", "H", "C", "C", "C", "C", "N", "H", "H", "H", "H", "H", "H", "H", "C", "C", "C", "C", "N", "H", "H", "H", "H", "H", "H", "H", "C", "C", "C", "C", "N", "H", "H", "H", "H", "H", "H", "H", "C", "C", "C", "C", "N", "H", "H", "H", "H", "H", "H", "H"], "coordinates": [[-2.106651, 1.959743, 0.837502], [-2.824182, 1.115125, -0.217617], [-4.180066, 1.693047, -0.590625], [-4.933819, 2.274659, 0.509148], [-5.521079, 2.746757, 1.372582], [-1.933906, 3.004228, 0.570547], [-1.158105, 1.499856, 1.131988], [-2.676443, 1.997208, 1.773813], [-2.925200, 0.129574, 0.234952], [-2.198640, 1.083504, -1.105370], [-4.797888, 0.989957, -1.150275], [-4.023297, 2.516705, -1.304374], [-0.059917, 4.062302, -3.340266], [-0.438796, 3.330641, -2.077864], [0.579828, 3.510007, -0.979272], [1.873310, 2.899162, -1.312746], [2.834505, 2.345751, -1.572837], [0.230554, 5.097906, -3.155575], [-0.867477, 4.046972, -4.072987], [0.793599, 3.570415, -3.817358], [-0.473092, 2.258484, -2.281578], [-1.431830, 3.547704, -1.687109], [0.286024, 3.035361, -0.040918], [0.744497, 4.573979, -0.788531], [0.269217, -1.064287, -6.923410], [1.048230, -0.330961, -5.827591], [0.357278, -0.223271, -4.490988], [-1.057585, 0.120730, -4.566314], [-2.166815, 0.371060, -4.567654], [-0.759195, -0.683155, -6.937507], [0.224865, -2.137350, -6.771223], [0.657993, -0.796476, -7.904840], [1.378022, 0.654574, -6.168495], [2.011669, -0.819466, -5.633880], [0.819356, 0.562860, -3.887878], [0.406903, -1.129534, -3.892309], [0.791042, -2.248873, 6.702264], [0.047953, -3.244241, 5.827156], [0.495838, -4.681034, 6.091502], [0.387262, -5.045610, 7.507804], [0.303824, -5.332555, 8.615064], [0.365176, -1.251337, 6.570453], [1.825132, -2.146191, 6.360957], [0.772491, -2.535922, 7.748982], [0.239529, -3.025011, 4.777630], [-1.027456, -3.206209, 6.000436], [1.518089, -4.841322, 5.750236], [-0.166811, -5.369548, 5.558187], [1.955622, -2.399621, 1.852802], [2.920047, -1.275211, 1.441993], [2.234346, -0.100280, 0.761397], [1.609558, -0.481164, -0.513072], [1.151686, -0.865940, -1.493861], [0.931164, -2.244264, 1.502253], [1.852792, -2.528839, 2.937647], [2.272711, -3.382427, 1.505035], [3.730260, -1.704374, 0.851247], [3.441283, -0.863175, 2.311537], [2.936486, 0.706573, 0.557417], [1.430110, 0.252808, 1.411792]], "atomic_forces_ev_per_a": [[-0.01, -0.03, 0.78], [0.44, 0.45, 0.93], [0.01, 0.57, -1.04], [-0.11, -0.30, 0.08], [-0.10, 0.10, 0.19], [0.00, -0.08, -0.26], [0.06, 0.08, -0.29], [-0.11, -0.03, -0.21], [-0.07, -0.21, -0.39], [-0.13, -0.40, -0.16], [-0.03, -0.14, 0.22], [0.01, -0.09, 0.15], [0.03, 0.05, -0.53], [-0.17, -1.00, 0.02], [0.69, 0.27, 0.54], [-1.11, 0.54, 0.10], [1.07, -0.48, -0.24], [-0.12, 0.04, 0.04], [-0.02, 0.06, 0.08], [0.00, 0.07, 0.10], [-0.12, -0.11, -0.19], [-0.01, 0.47, -0.09], [-0.21, 0.14, -0.04], [0.02, -0.05, 0.13], [-0.39, 0.92, 0.18], [1.00, -0.28, -0.55], [-0.33, 0.34, 0.51], [1.18, -0.24, 0.06], [-1.51, 0.43, -0.03], [0.04, -0.18, 0.06], [0.12, -0.13, -0.08], [0.25, -0.40, -0.01], [-0.48, 0.10, -0.07], [-0.18, -0.17, -0.07], [0.14, -0.17, 0.07], [0.16, -0.12, -0.06], [0.06, 0.50, -0.62], [0.11, -0.14, 0.28], [-0.38, -0.27, -0.05], [0.21, 0.00, -0.15], [-0.05, 0.00, 0.11], [-0.10, -0.07, 0.26], [0.07, -0.22, 0.21], [-0.01, 0.10, 0.11], [-0.16, 0.00, -0.09], [-0.03, 0.20, -0.03], [0.05, -0.09, 0.08], [0.24, -0.01, -0.12], [-0.31, -0.32, 0.52], [0.35, -0.45, 0.57], [-0.21, -0.10, -0.38], [0.16, -0.25, 0.02], [-0.07, 0.12, 0.17], [0.16, 0.06, -0.23], [0.21, 0.33, -0.08], [0.03, 0.11, -0.25], [-0.17, 0.23, -0.37], [-0.21, -0.07, 0.07], [-0.07, 0.10, 0.04], [0.11, 0.21, 0.01]]}

{"formula": "C11H14N2O", "method": "the ωB97M-V functional and the def2-TZVPD basis", "charge": 1, "total_energy_ev": -16651.6781, "multiplicity": 2, "s2": 0.762, "homo_energy_ev": [-11.321, -11.315], "gap_ev": [7.37, 3.58], "elements": ["C", "C", "C", "C", "C", "C", "C", "O", "H", "H", "H", "H", "H", "H", "H", "H", "C", "C", "C", "C", "N", "N", "H", "H", "H", "H", "H", "H"], "coordinates": [[-0.092057, -2.864611, 0.470040], [-0.863724, -1.734582, 0.988172], [-2.012199, -1.242358, 0.310505], [-0.507138, -0.994652, 2.130467], [-2.657455, -0.078453, 0.827279], [-1.103968, 0.097867, 2.646456], [-2.158405, 0.634653, 1.867917], [-2.821539, 1.807810, 2.091682], [0.517785, -2.407366, -0.330873], [-0.826212, -3.497498, 0.088169], [-2.440402, -1.797130, -0.569677], [0.196880, -1.377162, 2.930761], [-3.637681, 0.156824, 0.401377], [-0.632045, 0.590460, 3.531549], [-3.314448, 2.284977, 1.308482], [0.631799, -3.350937, 1.229179], [3.436635, 1.093066, -0.272908], [1.084742, 0.529982, -1.207560], [2.478746, 0.874667, -1.352376], [1.656188, 0.628992, -3.347330], [0.580521, 0.381476, -2.520421], [2.796858, 0.876654, -2.683331], [0.483832, 0.287345, -0.370417], [-0.314900, 0.073244, -2.511004], [4.398526, 0.867845, -0.516011], [3.143395, 0.359038, 0.633683], [1.732591, 0.709710, -4.498459], [3.423353, 2.163850, 0.002083]], "atomic_forces_ev_per_a": [[2.49, 0.53, 1.08], [-1.50, 2.36, 0.60], [0.30, -0.01, 0.64], [1.70, -2.49, 1.81], [-0.05, -2.75, -2.31], [-0.92, 2.92, -0.26], [-0.79, 1.07, -0.05], [-0.60, 2.13, -0.13], [0.04, -0.86, -0.03], [-0.53, -1.78, -0.91], [0.42, 0.64, 1.02], [-0.14, -0.15, -1.72], [0.48, 0.36, 0.05], [-0.97, -0.36, -0.82], [1.69, -2.21, 2.05], [-1.43, 0.68, -1.24], [-3.02, -0.85, 2.83], [-0.07, -0.07, -3.21], [0.29, -0.52, -1.69], [1.13, 0.32, -1.68], [4.89, 1.56, 3.77], [-1.39, 0.13, 1.20], [-0.56, -0.08, 0.88], [-3.45, -1.10, -1.51], [2.66, -0.64, -1.13], [0.52, 2.08, -1.74], [-0.95, -0.47, 2.13], [-0.22, -0.44, 0.36]]}

Energy above the lowest of the compared OMol25 structures with the same formula, charge and spin list, top to bottom, in eV: 1.509, 0.127, 3.811, 0.504, 3.413